C6H6 | ωB97M-V/def2-TZVPD

- electronic energy (eV) = -6312.407
- relative energy (zero: lowest compared OMol25 entry of this formula, charge and spin) (eV) = 6.793
- highest occupied orbital energy (eV) = -8.99

```
12
Properties=species:S:1:pos:R:3:forces:R:3
C 1.332432 0.217842 0.022978 -1.368 -2.353 -0.325
C 0.042945 -0.051632 0.044434 -0.969 4.566 0.095
C -0.559982 -1.398093 -0.006335 -2.243 -0.256 3.282
C -1.928114 -0.862857 0.046543 -1.680 1.624 -1.314
C -2.501965 0.244318 -0.060311 -0.293 -2.923 0.023
C -1.389983 1.177013 0.019853 3.649 0.929 0.220
H 1.609178 1.214952 0.124759 1.168 1.323 -0.058
H 1.923806 -0.693630 -0.135383 0.703 0.918 0.305
H -0.474727 -1.876290 1.007700 0.838 -0.230 -1.199
H -0.221037 -1.929991 -0.834911 0.224 -1.295 -1.237
H -1.251747 1.944084 -0.785246 -0.179 -1.305 -0.107
H -1.408951 1.892204 0.863313 0.151 -0.999 0.315
```
Forces are in eV/Å.

=====

C24H27NOSiTi | ωB97M-V/def2-TZVPD

- electronic energy (eV) = -59840.476
- net charge = +2
- highest occupied orbital energy (eV) = -14.28

```
55
Properties=species:S:1:pos:R:3:forces:R:3
C 1.214258 1.849885 1.242467 -1.042 1.171 0.468
C 0.156894 2.200739 0.339429 0.355 0.352 0.830
C -1.090833 2.179536 1.055276 0.707 0.060 0.425
H 0.302363 2.525178 -0.687837 -0.234 -0.370 0.220
C -0.807390 1.832454 2.418412 1.154 1.082 -0.457
C 0.614578 1.612449 2.535777 -0.173 1.982 -0.407
H 1.169063 1.478937 3.463524 -0.252 -0.395 -0.303
H 2.287039 1.882509 1.020945 -0.571 -0.317 0.015
H -2.066242 2.433186 0.645466 0.299 -0.213 0.018
H -1.511688 1.820904 3.243742 0.120 -0.164 -0.243
Ti -0.191642 0.101638 1.207624 -0.694 -3.380 -1.361
C -1.416820 -1.985347 -2.169271 0.171 -0.635 0.883
H -2.477352 -1.708865 -2.190819 0.202 -0.290 -0.167
H -1.273527 -2.884301 -1.534659 -0.198 0.149 -0.795
H -0.978579 -2.074286 -3.180678 -0.458 -0.304 0.427
Si -0.496171 -0.556527 -1.471492 0.305 0.629 -3.356
C 1.256829 -0.590577 -2.269496 0.019 -0.511 0.882
C 2.010244 0.583755 -2.252269 0.731 0.159 -0.148
H 1.515148 1.541394 -2.091987 0.196 -0.176 -0.015
C 3.392703 0.568907 -2.487234 -0.483 0.093 0.021
H 3.944515 1.507077 -2.491026 -0.065 -0.195 -0.055
C 4.045199 -0.639181 -2.726736 -0.274 0.178 0.036
H 5.114212 -0.627288 -2.933344 -0.246 -0.176 0.080
C 3.309670 -1.825015 -2.719532 0.078 -0.024 -0.062
H 3.848889 -2.756057 -2.910069 -0.378 0.181 0.059
C 1.926716 -1.808810 -2.474904 0.491 0.021 -0.209
H 1.390591 -2.762237 -2.473079 0.082 0.313 0.024
C -1.323074 0.952198 -2.249897 -0.363 0.006 0.724
C -0.836146 1.609271 -3.382748 -0.179 0.342 -0.124
H 0.095774 1.292842 -3.851401 -0.212 0.171 0.166
C -1.571947 2.652921 -3.969059 0.024 -0.346 -0.014
H -1.185043 3.119903 -4.869463 -0.036 0.003 0.132
C -2.806752 3.046424 -3.452658 0.470 -0.393 0.173
H -3.376602 3.840595 -3.935755 0.154 -0.207 0.240
C -3.307034 2.357819 -2.343786 -0.266 -0.215 -0.095
H -4.294935 2.612137 -1.967248 0.145 -0.060 -0.012
C -2.596521 1.298877 -1.770667 -0.120 0.604 -0.310
H -3.071331 0.720038 -0.970778 0.184 0.278 -0.132
H -1.487438 -0.561719 -0.060413 0.488 0.791 1.113
H 0.548012 -0.636304 -0.261091 -0.081 0.820 0.857
O 1.629824 -0.864238 1.632016 0.161 -0.376 0.184
C 1.581233 -2.000471 2.532886 0.477 -0.270 -0.313
C 0.337451 -1.889251 3.348522 -0.445 0.323 0.192
C 0.242779 -2.566033 4.555800 -0.010 0.287 -0.274
C -0.876846 -2.336772 5.352213 0.097 0.127 -0.214
C -1.865758 -1.448569 4.904193 -0.192 0.044 -0.398
C -1.735323 -0.853481 3.655305 0.144 -0.576 0.319
N -0.640655 -1.074824 2.880655 0.106 -0.208 0.640
H 2.442904 -0.816150 1.093492 -0.363 -0.247 0.206
H 1.571940 -2.935519 1.957925 0.096 0.174 0.015
H 2.465013 -1.983270 3.180255 -0.157 0.003 -0.161
H 1.092835 -3.198127 4.825582 -0.509 0.108 0.251
H -0.962657 -2.819622 6.319909 -0.052 0.061 -0.092
H -2.754454 -1.223790 5.496737 0.345 -0.159 -0.124
H -2.503938 -0.194968 3.241250 0.252 -0.305 0.237
```
Forces are in eV/Å.

=====

C4H5NO2 | ωB97M-V/def2-TZVPD

- electronic energy (eV) = -9810.599
- relative energy (zero: lowest compared OMol25 entry of this formula, charge and spin) (eV) = 3.716
- highest occupied orbital energy (eV) = -8.92

```
12
Properties=species:S:1:pos:R:3:forces:R:3
N 1.018851 1.893385 1.347620 -0.027 0.227 0.086
C 0.056221 1.328289 0.642356 0.273 -0.113 -0.552
C -0.380671 0.747643 -0.357989 -0.582 0.533 0.709
C -0.311436 -0.631192 -0.820053 0.708 0.150 0.099
O -0.934098 -1.041197 -2.007343 -0.326 0.309 -0.146
C -0.618737 -1.707050 0.235946 0.306 0.157 0.368
O -0.372886 -1.574455 1.407018 -0.085 -0.051 -0.595
H 0.864568 2.388295 2.205819 -0.115 -0.158 0.117
H 1.969548 1.635263 1.121122 -0.141 0.273 0.065
H 0.784514 -0.468788 -0.979533 -0.046 -1.491 -0.063
H -1.004894 -0.261899 -2.569853 -0.065 -0.093 -0.053
H -1.089612 -2.633349 -0.159203 0.099 0.256 -0.035
```
Forces are in eV/Å.

=====

C4H6O2 | ωB97M-V/def2-TZVPD

- electronic energy (eV) = -8335.309
- relative energy (zero: lowest compared OMol25 entry of this formula, charge and spin) (eV) = 5.152
- highest occupied orbital energy (eV) = -8.39

```
12
Properties=species:S:1:pos:R:3:forces:R:3
C 1.780153 0.249905 -0.630606 0.133 -0.123 -0.245
O 1.231683 0.386952 0.710850 0.065 -0.299 0.293
C 0.289678 -0.375549 1.196362 0.305 -0.015 -0.274
C -0.795682 -0.765070 0.264670 0.010 -0.101 0.303
C -1.764889 0.327540 0.397203 -0.392 0.217 0.070
O -1.204389 0.026055 -0.870650 0.222 0.006 -0.048
H 1.130414 0.576784 -1.450507 -0.030 0.016 0.475
H 2.704594 0.827408 -0.583822 -0.220 0.008 -0.178
H 2.048791 -0.803311 -0.754702 -0.121 0.176 -0.114
H -1.199317 -1.776203 0.280104 0.186 0.146 0.136
H -1.420761 1.258675 0.851276 -0.100 -0.119 -0.137
H -2.800279 0.066814 0.589822 -0.058 0.087 -0.281
```
Forces are in eV/Å.